Record 1
Entry from OMol25: C3H7NO3 as an isolated structure in a non-equilibrium geometry (the ωB97M-V functional and the def2-TZVPD basis).

The geometry in XYZ format:
```
14
Properties=species:S:1:pos:R:3:forces:R:3
H 1.0800 1.4600 1.6919 -0.004 1.219 -0.879
H -0.2321 1.8534 0.4512 1.042 0.350 0.151
H 1.5056 2.4914 0.0905 -0.862 -1.256 1.082
H -0.0686 -2.5488 -0.2924 -0.331 -0.655 -0.235
H -2.8397 0.9922 -0.6851 -1.263 -0.758 0.338
H 1.0806 -2.0204 1.0408 -0.451 -0.004 -2.061
H 1.5758 -1.8685 -0.7676 -0.830 -0.317 0.842
C 0.8683 1.7025 0.6167 -0.570 -0.373 -0.190
O -1.9526 -1.1504 -0.6065 0.822 -1.136 0.222
O 1.1856 0.3870 0.0264 -2.002 0.114 -0.188
C 0.7013 -1.8523 -0.0555 1.900 -0.395 1.810
O -1.9834 1.3149 -0.8992 0.580 3.264 -0.866
N -1.0993 -0.2656 -0.5295 1.580 0.417 1.444
C 0.1786 -0.4955 -0.0817 0.387 -0.470 -1.470
```
Forces are in eV/Å.

Output
* energy relative to the best compared isomer or geometry (same formula, charge and spin): 2.832 eV
* maximum force: 3.4 eV/A
* HOMO-LUMO gap (alpha / beta): 8.0 / 7.6 eV
* HOMO energy (alpha / beta): -7.487 / -9.299 eV
* LUMO energy (alpha / beta): 0.0206 / -0.0634 Ha
* E: -10850.0221 eV
* <S²>: 2.015
* spin multiplicity: 3

---

Record 2
Entry from OMol25: a 2-piece molecular cluster, C3H7NO4 overall in a non-equilibrium geometry (the ωB97M-V functional and the def2-TZVPD basis).

The geometry in XYZ format:
```
15
Properties=species:S:1:pos:R:3:forces:R:3
O -0.2719 -1.1638 -1.0186 0.258 -0.036 -0.563
N -2.5959 -0.0116 0.4820 0.656 1.280 0.067
H -1.7579 -1.6039 -0.2774 0.467 0.444 -0.431
C 1.2495 0.5474 -0.2093 -1.579 -0.917 -0.472
H 1.3692 0.4484 0.8466 0.226 -0.452 0.679
H 1.9945 0.0587 -0.7679 0.944 -1.149 -0.464
H -2.8649 1.0178 -1.2933 -1.937 -2.051 3.106
H -1.0609 1.4414 0.9584 -0.187 0.915 0.865
H 1.3862 1.5393 -0.4360 0.027 2.737 -0.466
O -3.5190 0.5923 -0.4679 2.514 0.826 -2.275
C -1.2769 0.6739 0.2694 -0.454 -1.856 -2.390
H 11.1074 -3.2531 3.3191 0.071 -0.014 0.023
O -1.1023 1.0700 -1.1174 0.580 0.781 0.095
C -0.1499 0.0483 -0.6195 -1.017 -0.814 2.313
O -2.5072 -1.4051 0.3318 -0.567 0.305 -0.087
```
Forces are in eV/Å.

Output
* energy relative to the best compared isomer or geometry (same formula, charge and spin): 0.180 eV
* maximum force: 4.2 eV/A
* HOMO-LUMO gap: 3.5 eV
* HOMO energy: 1.703 eV
* LUMO energy: 0.1922 Ha
* E: -12897.2902 eV
* net charge: -2
* spin multiplicity: 1

---

Record 3
Entry from OMol25: C3H7NO4 as an isolated structure in a non-equilibrium geometry (the ωB97M-V functional and the def2-TZVPD basis).

The geometry in XYZ format:
```
15
Properties=species:S:1:pos:R:3:forces:R:3
C 0.4918 -0.8726 1.0699 -0.524 0.255 -0.778
H -1.7846 -1.7257 -0.3328 0.011 0.032 -0.012
O -0.0361 -0.6394 -0.4481 0.105 0.135 0.466
H 2.2035 0.7166 -1.1569 -0.043 0.048 0.063
N 1.4244 1.3545 -1.1251 -0.021 -0.321 -0.125
O -0.3929 1.7748 0.2267 0.216 -0.492 -0.241
C 0.4899 1.0830 -0.1775 0.424 0.083 1.221
O -0.5717 -0.8149 1.9239 0.069 -0.035 -0.140
H -1.5125 -0.8265 -1.8496 0.027 -0.001 0.042
C -1.4228 -0.7928 -0.7646 0.171 -0.119 0.151
H -0.7718 0.1239 2.0720 0.097 -0.072 -0.033
O 1.3350 0.1350 1.0809 -0.428 0.445 -0.695
H 0.8910 -1.8886 1.0414 -0.046 0.089 0.066
H 1.6627 2.3331 -1.1929 -0.111 -0.065 -0.003
H -2.0059 0.0394 -0.3672 0.054 0.018 0.018
```
Forces are in eV/Å.

Output
* energy relative to the best compared isomer or geometry (same formula, charge and spin): 2.843 eV
* maximum force: 1.3 eV/A
* HOMO-LUMO gap: 11.2 eV
* HOMO energy: -10.303 eV
* LUMO energy: 0.0322 Ha
* E: -12903.1434 eV
* spin multiplicity: 1

---

Record 4
Entry from OMol25: C3H7NO4P as an isolated structure in a non-equilibrium geometry (the ωB97M-V functional and the def2-TZVPD basis).

The geometry in XYZ format:
```
16
Properties=species:S:1:pos:R:3:forces:R:3
P 0.2737 -0.2213 2.0609 -0.216 0.652 0.374
O -1.1855 0.3253 1.5863 0.392 -0.130 0.443
C -1.2822 0.4138 0.2010 -0.277 0.146 -0.343
C 0.1571 0.0942 -0.3260 -0.408 0.559 0.183
H 1.5683 0.9134 -1.6204 -0.362 0.026 -0.075
N 0.5371 0.9471 -1.5290 0.312 -0.034 0.038
H -1.5835 1.4381 -0.0590 0.076 -0.131 -0.087
H -0.5519 -1.9879 -0.8450 -0.096 -0.061 -0.270
C 0.3066 -1.3678 -0.6359 0.284 -0.786 3.282
H 1.2970 -1.8003 -0.6665 0.146 -0.041 -0.188
H -2.0315 -0.2921 -0.1767 0.148 0.123 -0.036
O 0.7297 0.2153 3.3610 0.001 0.282 -0.293
O 0.3546 -1.7055 1.7246 -0.144 -0.586 -3.077
O 1.0250 0.4584 0.6753 0.029 0.037 -0.137
H 0.2862 1.9305 -1.3413 0.004 -0.266 -0.033
H 0.0994 0.6388 -2.4091 0.111 0.209 0.217
```
Forces are in eV/Å.

Output
* energy relative to the best compared isomer or geometry (same formula, charge and spin): 0.988 eV
* maximum force: 3.4 eV/A
* HOMO-LUMO gap (alpha / beta): 7.0 / 7.0 eV
* HOMO energy (alpha / beta): -14.590 / -14.590 eV
* LUMO energy (alpha / beta): -0.2804 / -0.2804 Ha
* E: -22184.9825 eV
* net charge: +1
* spin multiplicity: 1

---

Record 5
Entry from OMol25: one molecule with the formula C3H7NOS in a non-equilibrium geometry (the ωB97M-V functional and the def2-TZVPD basis).

The geometry in XYZ format:
```
13
Properties=species:S:1:pos:R:3:forces:R:3
C 0.2292 -0.5695 -0.6977 -0.653 -0.236 -1.234
N -1.0067 0.3123 2.7649 -0.800 -0.853 -1.795
C -1.2490 0.0626 1.5067 -0.104 -0.117 1.605
H 0.9471 -1.0851 -0.0939 0.356 -0.188 0.481
H 1.2350 -1.0458 -2.6267 -0.347 0.930 0.953
C 0.8412 -0.1535 -2.0443 0.769 -0.531 -0.407
H -0.6153 -1.2515 -0.9171 0.383 0.261 0.299
O -0.0394 1.2097 3.0728 0.119 0.134 -0.577
H 0.3775 1.4810 2.2213 -0.003 0.010 0.293
H 1.6672 0.5806 -1.9278 -0.487 -0.490 -0.036
H 0.0843 0.2795 -2.6886 -0.151 0.252 -0.023
S -0.4404 0.8815 0.1651 0.129 0.021 -0.021
H -2.0306 -0.7020 1.2652 0.789 0.807 0.463
```
Forces are in eV/Å.

Output
* energy relative to the best compared isomer or geometry (same formula, charge and spin): 2.637 eV
* maximum force: 2.1 eV/A
* HOMO-LUMO gap: 10.1 eV
* structure (SMILES): CCS/C=N\O
* HOMO energy: -9.281 eV
* LUMO energy: 0.0284 Ha
* E: -17595.2925 eV
* spin multiplicity: 1

---

Record 6
Entry from OMol25: one molecule with the formula C3H7NOS in a non-equilibrium geometry (the ωB97M-V functional and the def2-TZVPD basis).

The geometry in XYZ format:
```
13
Properties=species:S:1:pos:R:3:forces:R:3
O 1.0033 0.5025 -0.2238 5.332 -1.367 0.154
H 0.2957 -2.4919 -0.7071 -2.025 2.226 2.997
H -1.4666 -1.6427 0.5223 4.075 -0.540 -1.674
H 0.4415 0.4786 1.7462 0.246 2.055 -1.618
C -0.1993 -1.6274 0.1319 0.551 -0.241 1.765
H 0.4804 -1.5075 1.1890 -1.867 -1.026 -3.045
H 1.5906 1.9290 1.2594 -1.487 -1.914 -1.281
N 0.0050 -0.3226 -0.4877 -2.954 -1.771 -0.770
H -0.0746 1.9313 0.6080 -0.869 0.169 0.291
S -2.0399 -0.1264 -2.2076 -0.981 -0.280 -0.156
C 0.7078 1.2323 0.8507 1.039 1.510 5.882
C -0.7892 0.3241 -1.3231 2.665 2.816 -1.195
H 0.0453 1.3208 -1.3583 -3.724 -1.637 -1.348
```
Forces are in eV/Å.

Output
* energy relative to the best compared isomer or geometry (same formula, charge and spin): 6.653 eV
* maximum force: 6.2 eV/A
* HOMO-LUMO gap: 8.9 eV
* structure (SMILES): CON(C)C=S
* HOMO energy: -8.349 eV
* LUMO energy: 0.0217 Ha
* E: -17591.2762 eV
* spin multiplicity: 1

---

Record 7
Entry from OMol25: one molecule with the formula C3H7NOS in a non-equilibrium geometry (the ωB97M-V functional and the def2-TZVPD basis).

The geometry in XYZ format:
```
13
Properties=species:S:1:pos:R:3:forces:R:3
N 1.0833 -1.3771 0.1101 -2.299 1.025 -0.845
H 1.7411 2.0342 0.6862 -0.244 0.076 -0.053
O 0.0380 1.0053 0.3327 -1.186 -0.046 0.037
H -2.5916 0.0828 -0.0318 -0.078 0.091 -0.030
C -0.4920 0.0067 -0.3711 2.233 -2.040 0.797
H 0.8554 -1.5035 1.0977 0.039 0.176 0.003
C 1.3138 1.3435 -0.0351 1.470 -0.318 -0.251
S 2.3324 -0.2966 -0.0458 0.129 0.559 0.101
H -1.6956 -0.8765 1.1482 0.011 0.021 0.089
C -1.7577 -0.6073 0.0978 0.062 0.216 0.075
H 1.3972 1.7015 -1.0625 -0.229 0.162 0.114
H -1.9529 -1.4978 -0.4922 0.019 -0.037 -0.011
H -0.2715 -0.0152 -1.4341 0.074 0.115 -0.025
```
Forces are in eV/Å.

Output
* energy relative to the best compared isomer or geometry (same formula, charge and spin): 3.294 eV
* maximum force: 3.1 eV/A
* HOMO-LUMO gap: 8.5 eV
* HOMO energy: -7.729 eV
* LUMO energy: 0.0272 Ha
* E: -17594.6356 eV
* spin multiplicity: 1

---

Record 8
Entry from OMol25: one molecule with the formula C3H7NOS in a non-equilibrium geometry (the ωB97M-V functional and the def2-TZVPD basis).

The geometry in XYZ format:
```
13
Properties=species:S:1:pos:R:3:forces:R:3
H -1.6138 1.0609 0.7580 -0.273 0.360 -0.150
S 3.3073 0.0250 0.1564 -0.896 0.137 0.045
H 1.5933 -1.5900 -0.4247 0.033 0.597 0.561
H -2.6662 -0.3757 0.4924 1.294 0.414 -0.020
H -1.2053 -0.3842 1.5757 -0.070 -0.255 -0.888
H 1.5374 1.6104 0.3093 0.453 0.853 -0.069
H -0.7177 -1.4362 -0.6932 0.503 0.989 -0.522
O 0.7663 1.5492 -0.2838 -0.367 -0.233 0.638
C 1.7695 -0.5256 -0.1570 -0.359 -0.935 -0.787
H -1.0917 0.2215 -1.4813 0.290 -0.436 0.003
C -0.7199 -0.3232 -0.6052 0.340 -0.163 1.612
N 0.6381 0.1773 -0.2500 0.334 -1.200 -1.191
C -1.5976 -0.0094 0.6032 -1.282 -0.129 0.767
```
Forces are in eV/Å.

Output
* energy relative to the best compared isomer or geometry (same formula, charge and spin): 2.573 eV
* maximum force: 1.7 eV/A
* HOMO-LUMO gap: 9.3 eV
* structure (SMILES): CCN(O)C=S
* HOMO energy: -8.646 eV
* LUMO energy: 0.0247 Ha
* E: -17595.3568 eV
* spin multiplicity: 1

---

Record 9
Entry from OMol25: a 2-piece molecular cluster, C3H7NOS overall in a non-equilibrium geometry (the ωB97M-V functional and the def2-TZVPD basis).

The geometry in XYZ format:
```
13
Properties=species:S:1:pos:R:3:forces:R:3
O 2.6617 1.0681 -1.2944 -0.835 -0.046 0.365
C -2.5142 -0.6734 1.4112 -0.165 0.002 0.376
H 0.8359 1.6888 1.2682 -0.408 0.979 0.505
H 0.0861 -0.5621 -2.2409 1.430 -0.260 1.228
H -2.0680 -0.2853 -0.7018 0.222 0.537 -0.854
C -2.2581 -0.3485 0.3199 0.195 0.347 -2.445
S 1.1930 0.9689 -1.0596 0.308 0.835 2.079
C 0.8466 0.7382 0.8064 -1.609 -1.401 -1.499
H -2.6683 -1.1306 2.2857 -0.600 -0.995 2.938
H 1.6209 -1.0655 -1.6483 -0.438 -0.133 -0.018
H -0.0587 0.0351 0.9966 1.103 2.028 -0.798
H 1.5738 0.1469 1.2668 1.990 -0.736 0.296
N 0.7492 -0.5807 -1.4099 -1.195 -1.159 -2.174
```
Forces are in eV/Å.

Output
* energy relative to the best compared isomer or geometry (same formula, charge and spin): 4.567 eV
* maximum force: 3.2 eV/A
* HOMO-LUMO gap: 9.7 eV
* HOMO energy: -9.023 eV
* LUMO energy: 0.0238 Ha
* E: -17593.3621 eV
* spin multiplicity: 1

---

> What is the energy relative to the best compared isomer or geometry (same formula, charge and spin) in the third record?

2.843 eV